[1]
Below is 12 unconnected molecules or ions with the total composition C14H52N12O12 at a distorted geometry, with properties calculated with ωB97M-V with the def2-TZVPD basis set.

Properties
- Energy above the lowest of the compared OMol25 structures with the same formula, charge and spin: 165.49 kcal per mole

```
90
Properties=species:S:1:pos:R:3:forces:R:3
N -3.13291 1.76333 -0.18776 -0.508 -2.951 -0.402
O -1.65957 0.66823 2.57235 2.437 3.721 2.378
O 0.74516 -4.14514 0.83869 -1.475 -1.100 0.415
H 1.45099 1.13231 0.03622 1.266 -0.047 0.912
O -0.33086 -0.86731 -2.29216 -0.742 4.298 4.642
H -2.53297 0.93327 -0.20686 -0.541 0.258 0.252
N -2.59211 -1.29354 4.17614 3.400 3.508 -0.395
C 3.04116 0.87850 1.49489 3.463 -3.685 4.798
H 2.57923 2.39997 -2.38538 -1.141 0.599 -0.450
H -2.01604 -1.41112 5.05410 -1.041 0.574 -1.903
O 0.92851 4.44427 -2.40015 0.104 -5.199 -3.106
H 2.78170 2.81499 0.95509 -0.190 0.106 -0.878
H 2.60455 -2.03274 -1.30317 -0.782 -0.494 1.372
H 0.12036 -1.80357 -4.78023 0.345 -1.035 -0.805
H 2.11722 -1.35843 -2.73114 -1.908 0.501 -1.652
H -0.66523 -2.38976 2.19823 -1.379 -0.528 0.052
H 0.88348 -2.39485 3.02407 0.167 -0.456 0.654
N -1.15029 -0.38042 -0.13311 -3.017 -4.208 0.795
C 2.90611 -1.38042 -2.07578 1.099 -0.243 1.225
H 4.03985 2.57920 2.08848 -0.580 -0.968 -0.391
H -0.75676 3.70359 -4.22680 -1.074 1.387 -0.107
C 1.46925 4.54153 1.19782 2.429 0.889 1.435
H 3.13160 -0.41755 -1.62287 0.197 0.374 -0.218
O -4.07539 -2.30566 2.61762 2.383 1.394 5.440
N -1.23149 1.97022 4.49581 -3.237 0.774 2.620
H 0.24012 -2.66759 -7.23959 0.276 1.079 -1.034
H 0.59890 1.50393 -1.81561 -0.273 0.155 0.176
H 1.93857 1.49142 -3.57387 -0.873 -0.047 -0.787
H 0.61773 5.10979 1.08093 -2.181 0.863 -0.791
H 3.57830 5.02459 1.42891 -0.371 0.411 0.747
H -0.38177 1.82545 -0.35252 0.126 0.139 -0.425
H 0.65597 -2.29469 0.03089 -0.460 0.333 -0.677
C 0.89029 3.28541 -3.14001 0.003 6.120 3.502
O 0.19906 -5.13993 -1.81062 -0.088 -2.224 -0.196
C -0.89420 1.50662 3.30812 -2.095 -5.510 -3.019
N 2.04167 0.55406 0.68157 -2.262 -2.445 -1.647
H -4.52445 -3.64773 4.73754 1.989 1.145 0.322
H -4.25582 3.99616 -0.54498 0.783 -0.746 0.385
H 0.89568 1.28552 2.21861 -1.217 0.132 0.750
H 0.33319 -5.16200 -0.84753 -0.367 0.352 -0.651
H 2.59802 6.21813 0.62173 0.196 -0.066 0.279
H -3.27153 -2.49053 0.78699 -0.148 0.967 -0.089
O 0.76231 -2.41600 -5.21875 -1.161 -0.131 -0.476
N -3.37770 3.92570 -0.02351 -0.346 4.510 0.055
C 2.60140 5.53920 1.49232 -0.465 1.166 -0.452
C -0.50536 -0.03062 -1.20162 1.717 -3.395 -4.939
H 1.45241 4.11486 -0.76213 -0.458 0.394 -0.604
C -3.49334 -2.12784 3.86433 -3.577 -3.707 -5.708
N 0.04334 1.17238 -1.04518 0.391 1.211 -0.931
O 1.88458 3.82990 0.05665 -0.532 -0.779 0.665
H -0.72400 -3.59380 -6.32282 -1.571 -1.198 1.088
O 3.96197 -2.02358 -2.71132 2.520 0.001 0.286
H -0.47539 -3.55080 -3.14095 0.556 -1.193 1.040
H 1.53741 -4.58409 0.58779 0.994 -0.546 -0.149
C -2.91954 -3.92004 -0.27705 1.928 -2.945 -0.436
H -2.29466 -4.39230 0.48198 0.290 0.236 0.586
H 1.75724 -0.43843 0.50857 0.945 1.269 0.785
C 1.00239 -2.78054 0.92164 0.773 0.730 -0.009
N -3.71055 -2.97579 4.85467 -5.211 -2.937 -0.957
H -3.03197 -3.11764 5.51685 1.355 -0.535 1.832
H 1.17189 -3.45460 -2.48500 -0.507 -0.070 0.130
H -1.17666 0.06437 0.76255 0.398 0.759 0.715
C 0.35535 -2.14702 2.12617 1.465 0.293 -0.228
H -1.66998 -1.30875 -0.17256 0.705 1.226 -0.015
N 0.39516 1.58165 3.08298 3.181 1.299 -1.114
O -2.96027 -2.55348 -0.14222 -1.099 0.655 1.262
N 1.76338 2.30917 -3.02018 3.944 -0.992 1.840
O -1.26605 2.99922 0.64504 -6.348 -0.202 -2.277
C 0.15496 -3.82485 -2.23235 1.318 0.369 -2.862
H 2.08857 -2.68948 0.87404 0.166 0.602 0.564
H -0.23246 -3.31192 -1.45835 -1.226 2.486 2.311
H 0.98273 2.18506 3.68060 -0.633 -0.742 -0.534
H 1.08076 -3.94859 -6.48477 -0.864 -0.285 0.197
H 0.42477 -1.07551 2.06422 -0.035 0.494 -0.123
H -0.71493 2.70137 4.95122 0.182 -0.078 -0.119
H -4.12148 1.61178 -0.43275 1.020 0.467 0.240
H 4.70619 -2.07416 -2.05564 -1.001 -0.037 -1.102
H -3.80242 -4.56192 -0.20641 -0.758 0.924 -0.381
C -2.60875 2.89704 0.17700 6.187 -0.947 1.400
H -2.14380 1.74358 4.96144 1.341 0.348 -1.323
C 0.25265 -3.23765 -6.34779 2.973 1.690 1.152
N 3.33210 2.16538 1.47022 1.845 1.456 1.461
H -2.33307 -0.72191 3.33706 0.760 0.319 1.379
H -2.83016 4.78675 -0.02671 -0.553 -0.174 0.266
H 1.30914 4.00612 2.15281 0.028 -0.894 -0.975
H -2.34192 -4.19927 -1.15453 -0.423 0.168 -0.542
H 2.37756 6.21518 2.38136 0.701 -1.185 -0.764
H -0.15870 2.07902 -4.41829 0.086 2.304 0.992
O 3.66922 0.03467 2.37810 -3.061 3.429 -4.440
N -0.08963 3.05066 -3.96337 -0.653 -3.959 -2.312
```
Forces are in eV/Å.

[2]
Below is a single C3H8N2S2 molecule at a distorted geometry, with properties calculated with ωB97M-V with the def2-TZVPD basis set.

Properties
- Energy above the lowest of the compared OMol25 structures with the same formula, charge and spin: 88.01 kcal per mole

```
15
Properties=species:S:1:pos:R:3:forces:R:3
H -2.74452 -0.03846 0.48343 1.648 1.408 2.048
S -1.13327 -0.36191 2.50028 -0.518 -1.477 -2.706
H -1.30040 1.82680 -0.59896 1.065 -1.193 0.781
H 3.56709 0.09310 -1.35282 1.029 0.282 -0.097
C 1.87638 -0.47974 -1.25718 1.510 -2.338 -1.360
H -1.05496 -1.43283 1.55138 0.167 0.840 1.677
H 0.17083 1.17943 0.60874 -2.410 -0.129 -1.967
H 1.67246 -0.22837 -2.42999 0.413 -0.004 2.938
N 0.77888 -1.34577 -0.80823 0.225 3.173 5.467
N 3.05598 -0.45053 -0.67871 -3.834 0.458 -1.284
S -0.71338 -0.44039 -1.01003 -0.273 -2.347 -3.085
C -0.86615 0.94174 -0.00447 1.969 1.871 2.729
H -2.15570 1.48249 1.46708 -1.341 1.294 0.861
H 0.72551 -1.29965 0.45151 1.156 -0.741 -4.684
C -1.87876 0.55411 1.07797 -0.806 -1.097 -1.319
```
Forces are in eV/Å.

[3]
Below is a molecular structure, C23H45FeO5SSi, with properties calculated with ωB97M-V with the def2-TZVPD basis set.

Properties
- 2S+1: 5
- Total charge: +1
- Energy above the lowest of the compared OMol25 structures with the same formula, charge and spin: 8.82 kcal per mole

```
76
Properties=species:S:1:pos:R:3:forces:R:3
H -3.34150 -3.00209 -4.50558 -0.009 -0.002 0.007
H 0.41267 -3.34552 -4.60499 -0.006 0.004 -0.008
H -0.65103 -3.25638 2.01912 -0.009 0.009 0.006
C 2.77479 -0.99622 -1.37742 0.013 -0.046 -0.002
C -1.62044 -4.87980 -3.50460 -0.005 -0.004 0.002
H 0.11609 3.39992 -3.26835 0.001 -0.005 -0.003
H -3.55306 -0.90391 -1.33593 0.005 -0.011 -0.011
H 2.80989 0.43005 0.93854 0.004 0.002 0.007
H 0.65744 2.99399 2.27005 -0.006 -0.002 0.007
Fe -0.44998 0.30186 -0.21968 0.463 -0.007 0.371
H -1.24884 -5.30876 -4.43624 -0.009 0.001 -0.010
H -3.40736 0.66285 3.43487 -0.001 0.000 -0.016
H -1.96242 -3.11967 -5.60781 0.002 -0.004 -0.002
H -4.35743 -3.28788 -1.80483 0.012 0.010 -0.011
H 1.01537 -3.12767 1.40653 0.018 0.003 -0.008
C -0.44387 2.62613 -2.74000 0.017 0.051 -0.017
C -1.45878 -3.36568 -3.51953 0.007 0.057 -0.029
C 0.00776 -2.97429 -3.66284 0.018 -0.007 0.000
H 0.60822 -4.33995 2.64014 0.002 -0.010 -0.003
H 0.79398 -0.95863 2.83037 -0.002 -0.022 -0.002
H -1.06744 -5.31599 -2.67417 0.018 0.004 0.010
H -1.44436 -6.45330 0.27819 -0.007 0.003 -0.014
S -1.46763 -0.39690 2.63655 -0.062 -0.107 -0.018
O -0.46197 -4.11355 -0.54263 -0.033 -0.084 -0.057
H 0.90732 -6.31824 -0.54137 -0.006 0.000 -0.006
O -1.98415 -2.81887 -2.29750 -0.079 -0.087 -0.019
H -3.62215 -0.28914 0.33647 0.022 0.007 -0.003
H 2.18201 -1.64525 -2.02001 -0.011 0.001 0.013
H 1.48949 -6.22314 1.12740 -0.004 -0.003 0.002
H -0.97384 -6.27532 1.97453 0.006 -0.014 -0.003
H -5.80565 -3.14893 -0.79141 -0.002 -0.002 -0.003
C -2.42886 0.46264 3.86584 0.035 -0.011 0.010
C 2.15073 0.87197 0.20031 -0.040 -0.068 0.058
H -2.19132 -1.66243 -4.62688 0.003 0.011 0.009
H 0.59756 -3.39529 -2.84647 -0.001 -0.020 0.009
H 1.95309 -4.97992 -0.04853 0.002 0.014 0.003
C 0.24549 -3.82163 1.75114 -0.024 0.014 0.015
C -0.08592 -4.81975 0.64535 0.043 -0.004 0.016
Si -1.39663 -2.80377 -0.78143 0.146 0.125 -0.066
C 1.62143 2.70320 1.85359 -0.005 -0.011 0.044
H -5.10998 -0.67480 -0.53938 -0.007 0.001 0.033
H 2.22040 3.60826 1.73948 -0.001 0.004 0.001
H 0.00405 3.46354 -0.18422 -0.007 0.007 0.011
C 2.02159 0.25351 -1.04514 0.034 0.070 -0.078
C -4.00842 -2.41352 0.14586 -0.041 0.068 0.065
H -3.98097 -1.95150 2.25444 -0.004 0.030 -0.003
C -4.07556 -0.98159 -0.37994 0.013 -0.011 -0.020
C 0.43285 1.99386 -1.69511 -0.186 0.006 -0.206
H 2.13387 2.05441 2.56240 -0.006 -0.003 -0.001
O -0.50275 -1.46733 -0.55819 -0.143 -0.129 -0.037
C -4.73716 -3.37040 -0.78846 -0.006 -0.006 -0.004
H 0.35400 0.34336 3.98949 0.008 0.001 -0.011
H -0.10425 -1.36764 4.30675 -0.002 0.000 0.016
H -1.31876 3.09935 -2.29666 -0.002 0.003 0.005
C -4.60753 -2.49535 1.54560 -0.022 -0.001 -0.033
C 1.15774 0.82881 -1.98351 0.011 0.068 -0.012
H 3.04192 -1.54947 -0.47875 0.000 0.001 0.008
H -2.67380 -5.14313 -3.40064 -0.009 0.004 0.007
H -0.77515 1.89472 -3.47489 -0.007 -0.006 0.004
H -4.59959 -4.39698 -0.44630 0.001 -0.004 0.006
H 0.10703 -1.88619 -3.64714 -0.013 0.003 -0.003
H -4.67185 -3.53269 1.87507 0.036 -0.006 0.006
C 0.57308 2.57338 -0.42497 0.002 -0.069 0.002
C 0.05315 -0.60439 3.54540 -0.018 0.041 0.003
H -2.13328 -5.14415 1.25174 0.002 0.016 0.013
H -5.61035 -2.06644 1.56333 -0.008 -0.021 -0.014
C -1.23311 -5.72959 1.06588 0.009 -0.006 0.003
H -2.53621 -0.18565 4.73499 -0.006 -0.009 0.000
C 1.14409 -5.63634 0.27529 -0.012 0.013 0.026
C 1.44912 2.03494 0.52327 -0.007 0.055 -0.042
C -2.28919 -2.74902 -4.63565 0.028 -0.012 -0.008
O -1.15299 0.71025 1.62073 -0.086 0.210 -0.040
H 3.69682 -0.74175 -1.90438 -0.002 -0.007 -0.003
O -2.63544 -2.80427 0.28510 -0.068 -0.080 0.023
H 1.03047 0.35415 -2.94862 -0.001 -0.011 -0.002
H -1.92443 1.39168 4.12606 0.005 -0.001 0.011
```
Forces are in eV/Å.

[4]
Below is a molecular structure, C35H52IrOP3Sb at a distorted geometry, with properties calculated with ωB97M-V with the def2-TZVPD basis set.

Properties
- 2S+1: 6
- Total charge: +4
- Energy above the lowest of the compared OMol25 structures with the same formula, charge and spin: 0.00 kcal per mole

```
93
Properties=species:S:1:pos:R:3:forces:R:3
H 0.60766 3.30949 3.15857 0.107 -0.588 0.337
C -5.02851 -1.08826 0.09403 -1.326 -0.527 0.455
H 0.20364 5.08682 1.28524 0.208 -0.085 -0.261
H -7.08355 -1.45530 0.61502 0.142 0.069 -0.260
C 4.76600 0.74411 -1.85533 -0.114 -0.139 0.109
C 1.91425 -3.98731 3.32517 -1.491 0.068 -1.197
C 1.23947 -5.11113 -1.64551 0.173 1.605 0.557
C -1.73387 -0.86965 -2.56860 -0.354 -0.393 -0.409
H -2.00892 3.48329 3.94822 -0.046 0.102 -0.338
H -7.93630 0.25352 -1.02410 0.150 -0.174 0.193
H 0.98341 2.15887 -2.37044 0.093 0.204 0.089
H -3.52807 3.44256 -0.24172 -0.500 0.195 0.078
H 1.19850 -4.46539 3.99991 0.325 0.087 -0.252
C 2.83402 -6.50250 -2.83532 -0.479 -0.187 0.081
C 2.20873 0.82535 1.54612 0.172 -0.053 -0.152
H -4.41046 1.35510 2.89215 0.280 -0.141 0.106
H -2.78690 0.97167 3.56383 -0.207 -0.003 -0.291
C 0.94111 4.68580 0.57790 0.178 0.182 -0.452
C 1.39402 2.96383 -1.74610 0.029 0.120 -0.269
H -4.60620 -1.89974 0.67745 -0.072 0.239 0.187
H -0.89517 0.18930 -0.78558 -0.515 -0.293 -0.215
H 2.48118 -0.24427 1.61858 0.019 0.508 0.052
H 2.90067 1.44169 2.14725 -0.092 -0.381 -0.395
C 1.47528 -3.48841 2.09071 -0.433 -0.954 1.903
H 5.21912 -3.16382 3.08982 -0.294 -0.194 -0.154
H -3.30430 0.27028 1.98755 -0.026 0.275 0.343
C 3.26220 -3.87322 3.68280 -0.109 -0.033 0.705
H -3.92093 1.09651 -2.32500 -0.683 -0.088 0.370
H -1.82316 3.69947 -1.87772 0.059 0.307 -0.067
H -0.08536 2.05424 4.27317 0.406 0.280 -0.169
H 1.73856 4.18385 1.13766 -0.112 0.135 -0.130
H -4.40014 4.24044 1.10872 0.202 -0.405 -0.043
C 3.72299 -5.42291 -2.91039 0.124 -1.997 -0.791
C -1.82396 0.11929 -1.39740 -0.259 -1.550 -0.621
H 0.42828 -3.62778 1.80536 0.296 0.203 0.165
C -6.39228 -0.88586 -0.00420 0.919 -0.338 0.501
H 3.08262 0.63950 -4.82161 0.108 -0.115 0.294
H -1.46956 4.51565 2.59307 -0.286 -0.206 0.164
C 3.35315 0.40047 -3.79172 0.026 -0.142 0.272
H -1.11258 -1.75184 -2.28290 -0.339 0.721 -0.339
H -2.08865 1.14716 -1.72499 -0.373 -0.790 0.592
C 0.70515 2.27434 3.53642 0.307 -0.397 0.022
C -2.30062 3.90619 2.97605 -0.131 0.057 0.127
C -4.63518 0.60706 -1.64993 -0.917 0.700 -0.475
C -3.35789 1.15489 2.64254 -0.438 0.065 0.090
H 1.78888 -1.07532 -3.58522 0.228 0.275 0.183
H 2.28008 2.57290 -1.22908 -0.205 0.123 -0.069
H -1.69454 5.06070 -0.72465 0.126 -0.142 -0.117
P -2.65422 2.57998 1.74753 -0.221 0.980 0.910
C -4.15508 -0.29592 -0.67220 2.860 -1.091 -0.606
H 1.36883 5.50536 -0.01217 0.005 -0.016 0.258
H -1.04124 -0.69638 2.10850 0.270 -0.062 0.362
C 2.37835 -2.85328 1.22411 0.063 -0.123 -1.552
H -4.85275 2.58426 0.59210 0.334 0.195 0.144
H -2.77856 -1.28451 -2.71222 1.251 0.545 -0.316
C 3.73012 -2.77672 1.56402 1.560 -0.016 1.555
C -4.01071 3.28149 0.73122 0.011 -0.092 -0.465
H 0.90248 -7.19334 -2.11967 0.236 0.182 -0.096
C -6.01672 0.79752 -1.75108 2.119 0.741 -0.705
C 1.59386 -6.35132 -2.19537 1.265 -1.719 -1.191
H 3.59719 -4.24244 4.65300 -0.038 0.097 -0.221
H 4.98113 1.82392 -3.71859 -0.083 -0.347 0.143
C -1.13945 4.42806 -1.42615 0.277 0.135 -0.482
P 0.50364 1.12378 2.12327 0.854 0.803 1.170
C 2.60884 -0.55046 -3.07795 0.026 -0.007 -0.233
H 1.70829 2.11299 3.97111 -0.552 0.243 0.142
H 0.57353 -1.21760 2.70153 -0.325 0.143 0.259
H -3.15873 4.57572 3.13855 0.174 -0.343 -0.057
C -0.18410 -0.42223 2.74088 0.107 -0.572 0.450
H 2.22211 1.14203 0.48893 0.354 -0.211 0.519
C 4.02116 -0.20382 -1.13754 0.234 0.078 -0.125
H -6.39388 1.53635 -2.48274 0.082 -0.684 0.516
Ir -0.81264 1.93337 0.63063 -1.687 -1.519 -1.085
H 4.46367 -2.38377 0.85605 -0.231 0.053 0.365
C 4.16854 -3.26330 2.80765 0.653 0.847 -1.822
O -2.82191 -0.63991 -0.53964 -2.021 2.700 -0.137
H 5.60073 1.25501 -1.36921 -0.240 -0.216 -0.183
C 2.13354 -4.03753 -1.72494 -0.123 0.486 0.365
H 1.70169 3.79522 -2.39643 -0.043 -0.178 0.161
C 3.37257 -4.18051 -2.35728 -1.065 1.498 1.093
P 0.13589 3.49406 -0.53836 0.631 1.596 0.052
C -6.86768 0.07141 -0.91314 -1.045 0.172 -0.057
H -0.69194 5.04869 -2.20929 -0.209 0.051 0.042
C 4.43391 1.04837 -3.17854 -0.406 0.007 0.107
H 4.31449 -0.44233 -0.11031 -0.145 0.232 -0.364
H 3.09362 -7.45943 -3.28770 -0.012 0.247 0.174
H 4.07884 -3.34546 -2.40281 -0.255 -0.230 -0.022
H 0.27714 -5.00433 -1.13252 0.319 -0.046 -0.247
C 2.94036 -0.84963 -1.74992 -0.006 -0.306 0.528
Sb 1.56605 -2.19235 -0.70468 0.585 0.352 -0.364
H -1.37697 -0.40347 -3.51365 -0.151 -0.399 0.662
H -0.51030 -0.24679 3.77636 0.007 -0.396 -0.265
H 4.69447 -5.54241 -3.39713 -0.294 -0.014 0.108
```
Forces are in eV/Å.

- Among the records above, which one has the highest energy above the lowest of the compared OMol25 structures with the same formula, charge and spin?
  C14H52N12O12

- Which formula does entry 1 have?
  C14H52N12O12

- Among the records above, which one has the lowest energy above the lowest of the compared OMol25 structures with the same formula, charge and spin?
  C35H52IrOP3Sb